--- 1 ---
Formula: CO4S
Source: OMol25
Level of theory: wB97M-V/def2-TZVPD

Its HOMO-LUMO gap is 10.88 eV. For the HOMO energy, the calculation gives -11.75 eV.

Structure (XYZ):
```
6
CO4S | OMol25 | wB97M-V/def2-TZVPD
C -0.8019 -1.0068 1.6560
O -0.8347 -1.6097 2.6139
O 2.0140 1.4300 -1.4164
O -0.6399 -0.4408 0.6808
O 0.1281 1.5147 -3.0706
S 0.8724 0.8534 -2.0539
```

natural (NBO) atomic charges, in units of e: number 1, C, carries 1.02; number 2, O, carries -0.50; number 3, O, carries -0.83; number 4, O, carries -0.53; number 5, O, carries -0.83; number 6, S, carries 1.66

---

--- 2 ---
Formula: CO4S
Source: OMol25
Level of theory: wB97M-V/def2-TZVPD

Its HOMO-LUMO gap is 9.63 eV. For the HOMO energy, the calculation gives -11.85 eV.

Structure (XYZ):
```
6
CO4S | OMol25 | wB97M-V/def2-TZVPD
C 0.0380 -1.0453 0.1071
O -0.3112 -0.7769 -0.9494
O 0.4457 1.7196 -1.0476
O -0.2247 0.6154 0.8780
O 0.3192 -1.6866 1.0281
S -0.4649 1.7961 0.0416
```

natural (NBO) atomic charges, in units of e: number 1, C, carries 1.02; number 2, O, carries -0.57; number 3, O, carries -0.77; number 4, O, carries -0.83; number 5, O, carries -0.54; number 6, S, carries 1.69

---

Most stable to least stable, the ends of the list are 1 and 2.

---

--- 1 ---
Formula: C6H10N
Source: OMol25
Level of theory: wB97M-V/def2-TZVPD

Its HOMO-LUMO gap (spin up / spin down) is 6.23 / 9.23 eV. As for the net charge: +1. For the HOMO energy (spin up / spin down), the calculation gives -11.58 / -12.90 eV.

Structure (XYZ):
```
17
C6H10N | OMol25 | wB97M-V/def2-TZVPD
C -0.0335 0.3179 -0.4299
C -0.3288 1.5728 0.0599
C 2.3444 0.2729 0.4259
C 1.3763 0.0611 -0.7510
C -0.8145 -0.7937 -0.3424
C 1.8521 -1.0577 0.0197
N -2.2784 -0.5581 0.0800
H -1.2160 1.9394 0.5499
H 0.3437 2.3142 -0.1410
H 3.3738 0.7544 0.3290
H 1.9879 0.4464 1.4178
H 1.8896 0.2470 -1.7722
H -0.5937 -1.6662 -0.7897
H 1.5925 -1.9873 0.3644
H -2.4659 -0.9792 0.9630
H -2.8315 -1.1866 -0.5434
H -2.3702 0.4185 -0.2360
```

Here are the natural (NBO) charges for atoms 1 to 6, given in e: number 1, C, carries -0.09; number 2, C, carries -0.31; number 3, C, carries -0.46; number 4, C, carries -0.32; number 5, C, carries -0.03; number 6, C, carries -0.07

---

--- 2 ---
Formula: C6H10N
Source: OMol25
Level of theory: wB97M-V/def2-TZVPD

Its HOMO-LUMO gap (spin up / spin down) is 8.61 / 8.61 eV. As for the net charge: +1. For the HOMO energy (spin up / spin down), the calculation gives -13.42 / -13.43 eV.

Structure (XYZ):
```
17
C6H10N | OMol25 | wB97M-V/def2-TZVPD
C 1.4536 -0.3179 0.1356
C 1.4200 0.0077 -1.1647
C 0.3747 0.0845 -2.2502
C -0.0116 0.8455 -1.0821
C -0.1885 0.7515 1.7847
C -0.9500 -1.0515 0.5102
N 0.0839 -0.0332 0.6100
H 2.2371 -0.5396 0.8384
H 0.4108 0.6959 -3.1837
H -0.0457 -0.9362 -2.5060
H -0.2423 1.8261 -1.1598
H -1.1693 1.2890 1.4038
H -0.4512 0.1301 2.6850
H 0.7546 1.3026 2.1716
H -0.7643 -1.8486 1.1919
H -1.9192 -0.5594 0.4689
H -0.9925 -1.6464 -0.4537
```

Here are the natural (NBO) charges for atoms 1 to 6, given in e: number 1, C, carries -0.03; number 2, C, carries 0.01; number 3, C, carries -0.44; number 4, C, carries 0.05; number 5, C, carries -0.45; number 6, C, carries -0.43

---

--- 3 ---
Formula: C6H10N
Source: OMol25
Level of theory: wB97M-V/def2-TZVPD

Its HOMO-LUMO gap is 10.13 eV. As for the net charge: +1. The structure (SMILES) is C#CC/C(C)=[NH+]/C. For the HOMO energy, the calculation gives -14.32 eV.

Structure (XYZ):
```
17
C6H10N | OMol25 | wB97M-V/def2-TZVPD
C -3.5460 -0.7071 -0.3640
C -2.6104 0.0315 -0.1033
C -1.5731 1.1118 0.0582
C -0.0168 0.4792 0.0369
C 1.1549 1.3591 0.0723
C 1.2745 -1.5549 0.1481
N 0.0339 -0.8082 0.0807
H -4.3660 -1.3964 -0.2189
H -1.6223 2.0127 -0.5657
H -1.6124 1.4118 1.1899
H 1.6851 1.0282 -0.7945
H 1.8853 1.0932 0.8869
H 0.9444 2.4533 -0.0467
H 2.0973 -0.8896 0.5873
H 1.2671 -2.3872 0.8751
H 1.5796 -1.7636 -0.9020
H -0.7629 -1.3738 0.2524
```

Here are the natural (NBO) charges for atoms 1 to 6, given in e: number 1, C, carries -0.12; number 2, C, carries -0.12; number 3, C, carries -0.49; number 4, C, carries 0.52; number 5, C, carries -0.73; number 6, C, carries -0.46

---

--- 4 ---
Formula: C6H10N
Source: OMol25
Level of theory: wB97M-V/def2-TZVPD

Its HOMO-LUMO gap is 8.91 eV. As for the net charge: +1. The structure (SMILES) is C=[NH+]C=C=C(C)C. For the HOMO energy, the calculation gives -13.94 eV.

Structure (XYZ):
```
17
C6H10N | OMol25 | wB97M-V/def2-TZVPD
C -1.3778 0.7354 -0.5505
C -2.5831 -0.6727 1.2446
C -0.2262 0.2956 -0.0798
C 1.0729 0.1910 -0.1550
C 2.1074 0.5065 0.9802
C 1.5904 -0.4442 -1.3691
N -2.5398 -0.0883 0.0701
H -1.8016 1.7865 -0.9396
H -1.7280 -0.7112 1.6400
H -3.4788 -1.3875 1.5864
H 1.7043 -0.0327 1.9293
H 2.3952 1.5299 1.1417
H 2.9733 0.0992 0.5583
H 2.5164 -0.9234 -1.3959
H 1.7805 0.2975 -2.1910
H 0.9070 -1.0787 -1.8460
H -3.3121 -0.1028 -0.6237
```

Here are the natural (NBO) charges for atoms 1 to 6, given in e: number 1, C, carries -0.16; number 2, C, carries 0.13; number 3, C, carries -0.01; number 4, C, carries 0.11; number 5, C, carries -0.63; number 6, C, carries -0.67

---

Most stable to least stable, the ends of the list are 3 and 2.

---

--- 1 ---
Formula: C6H10N
Source: OMol25
Level of theory: wB97M-V/def2-TZVPD

Its HOMO-LUMO gap is 9.14 eV. As for the net charge: +1. For the HOMO energy, the calculation gives -16.23 eV.

Structure (XYZ):
```
17
C6H10N | OMol25 | wB97M-V/def2-TZVPD
C 0.1735 -1.8495 -0.1840
C -0.6708 -0.6304 -0.3986
C 0.4872 0.0546 0.4168
C -1.5197 -0.2041 -1.4512
C 1.1383 1.2190 -0.2883
C 0.1899 0.3142 1.8798
N 1.2447 -1.2707 0.2526
H 0.0362 -2.8911 -0.4251
H -1.6014 0.8786 -1.5404
H -2.5086 -0.6418 -1.2242
H -1.2875 -0.6727 -2.4172
H 0.5148 2.1077 -0.2334
H 1.3533 0.9873 -1.3282
H 2.0788 1.4433 0.2122
H 1.1200 0.5245 2.4018
H -0.2832 -0.5448 2.3494
H -0.4655 1.1762 1.9779
```

Here are the natural (NBO) charges for atoms 1 to 6, given in e: number 1, C, carries -0.02; number 2, C, carries 0.48; number 3, C, carries 0.05; number 4, C, carries -0.78; number 5, C, carries -0.65; number 6, C, carries -0.63

---

--- 2 ---
Formula: C6H10N
Source: OMol25
Level of theory: wB97M-V/def2-TZVPD

Its HOMO-LUMO gap is 6.66 eV. As for the net charge: +1. For the HOMO energy, the calculation gives -13.12 eV.

Structure (XYZ):
```
17
C6H10N | OMol25 | wB97M-V/def2-TZVPD
C -1.3027 0.5530 1.1687
C 0.8622 -0.1677 1.9773
C -1.8111 -0.3409 0.0533
C -0.7916 -0.7686 -0.6400
C 0.8126 0.5846 -1.9525
C 0.5177 -0.8338 -1.1627
N 0.0557 0.4308 1.3820
H -1.2006 1.6728 1.0130
H -1.9007 0.4364 2.0836
H 0.9042 -0.5472 3.0738
H 1.8006 -0.2280 1.3509
H -2.7703 -0.8384 -0.1386
H 0.7908 1.3531 -1.0277
H 1.7990 0.6715 -2.3420
H 0.2554 0.7410 -2.7925
H 1.1625 -0.9146 -0.2957
H 0.8164 -1.8041 -1.7508
```

Here are the natural (NBO) charges for atoms 1 to 6, given in e: number 1, C, carries -0.24; number 2, C, carries 0.06; number 3, C, carries -0.32; number 4, C, carries 0.62; number 5, C, carries -0.57; number 6, C, carries -0.63

---

--- 3 ---
Formula: C6H10N
Source: OMol25
Level of theory: wB97M-V/def2-TZVPD

Its HOMO-LUMO gap is 9.04 eV. As for the net charge: +1. For the HOMO energy, the calculation gives -14.31 eV.

Structure (XYZ):
```
17
C6H10N | OMol25 | wB97M-V/def2-TZVPD
C 2.2835 0.5200 1.4938
C 0.7130 -0.8330 2.0290
C 1.7353 -0.5681 0.9198
C -0.4871 -1.1386 -1.2373
C -0.5564 1.1121 0.0587
C 0.0497 0.1905 -0.8731
N 0.9917 0.5753 2.0612
H 3.0428 1.2588 1.4020
H -0.3434 -1.1684 1.7572
H 1.0636 -1.3338 2.8477
H 0.2506 -1.8751 -0.9118
H -0.6752 -1.1735 -2.2830
H -1.4722 -1.2505 -0.6602
H -0.5966 2.0767 -0.2214
H -0.0115 1.0135 1.1502
H -1.4436 0.7346 0.6063
H 0.9725 0.4937 -1.4904
```

Here are the natural (NBO) charges for atoms 1 to 6, given in e: number 1, C, carries -0.01; number 2, C, carries -0.27; number 3, C, carries 0.14; number 4, C, carries -0.71; number 5, C, carries -0.73; number 6, C, carries 0.17

---

Most stable to least stable, the ends of the list are 1 and 3.

---

--- 1 ---
Formula: C6H10N
Source: OMol25
Level of theory: wB97M-V/def2-TZVPD

Its HOMO-LUMO gap is 10.36 eV. As for the net charge: +1. The structure (SMILES) is C=C=C[C@@]1(C)C[NH2+]1. For the HOMO energy, the calculation gives -13.75 eV.

Structure (XYZ):
```
17
C6H10N | OMol25 | wB97M-V/def2-TZVPD
C 0.6615 0.5648 -0.3807
C 1.9668 0.2908 -0.2179
C -1.4959 0.5875 1.0037
C -0.6257 -0.0687 0.0241
C 3.2436 0.2896 -0.2818
C -0.5358 -1.5445 -0.0368
N -1.9186 0.5706 -0.3867
H 0.5498 1.5273 -0.7343
H -2.1999 0.0964 1.7156
H -1.1052 1.5589 1.3882
H 3.8605 0.5701 0.5483
H 3.7135 -0.1164 -1.1521
H -1.7503 1.5294 -0.7907
H -1.6086 -1.9724 -0.2062
H -0.1201 -1.9353 0.8867
H 0.2035 -2.0480 -0.7225
H -2.8390 0.1001 -0.6570
```

Here are the natural (NBO) charges for atoms 1 to 6, given in e: number 1, C, carries -0.36; number 2, C, carries 0.16; number 3, C, carries -0.23; number 4, C, carries 0.12; number 5, C, carries -0.42; number 6, C, carries -0.64

---

--- 2 ---
Formula: C6H10N
Source: OMol25
Level of theory: wB97M-V/def2-TZVPD

Its HOMO-LUMO gap is 10.09 eV. As for the net charge: +1. The structure (SMILES) is CC(C)[C@@]12C=[N+]1C2. For the HOMO energy, the calculation gives -15.69 eV.

Structure (XYZ):
```
17
C6H10N | OMol25 | wB97M-V/def2-TZVPD
C -1.4609 -1.4236 0.0480
C -1.5323 -0.0802 -1.6452
C -0.6746 -0.4110 -0.4763
C 0.6794 -0.1414 1.7995
C 1.5912 0.8898 -0.4128
C 0.3054 0.5176 0.4038
N -2.3522 -0.7681 -0.6095
H -1.4806 -2.2689 0.6420
H -1.8106 0.8999 -1.8962
H -1.4397 -0.6939 -2.5087
H -0.2284 -0.5998 2.2519
H 1.4399 0.5775 2.3215
H 1.2832 -0.9988 1.4598
H 2.1654 -0.0845 -0.5430
H 2.2291 1.7152 -0.0262
H 1.4921 1.3200 -1.4706
H -0.2064 1.5501 0.6619
```

Here are the natural (NBO) charges for atoms 1 to 6, given in e: number 1, C, carries 0.11; number 2, C, carries -0.25; number 3, C, carries 0.27; number 4, C, carries -0.62; number 5, C, carries -0.65; number 6, C, carries -0.27

---

--- 3 ---
Formula: C6H10N
Source: OMol25
Level of theory: wB97M-V/def2-TZVPD

Its HOMO-LUMO gap (spin up / spin down) is 6.69 / 9.01 eV. As for the net charge: +1. For the HOMO energy (spin up / spin down), the calculation gives -12.70 / -13.36 eV.

Structure (XYZ):
```
17
C6H10N | OMol25 | wB97M-V/def2-TZVPD
C 0.0152 -1.8283 0.4362
C 0.7767 -0.6277 -0.0256
C -1.1099 -0.9035 0.2556
C -0.2423 -0.0181 -0.7404
C 1.8726 -0.0913 0.7545
C -0.7277 2.6761 0.0787
N -1.2822 -0.8984 -1.1968
H -0.2552 -2.7146 -0.1537
H 0.2731 -2.1069 1.4588
H 2.0079 1.0276 0.5290
H 2.6354 -0.5402 0.1753
H 1.6694 -0.1971 1.8003
H -1.5739 2.8494 -0.6681
H 0.2681 2.7737 -0.2812
H -1.2196 2.7090 1.0119
H -1.0125 -1.6831 -1.6705
H -2.0949 -0.4265 -1.7641
```

Here are the natural (NBO) charges for atoms 1 to 6, given in e: number 1, C, carries -0.52; number 2, C, carries 0.18; number 3, C, carries 0.01; number 4, C, carries 0.12; number 5, C, carries -0.67; number 6, C, carries -0.35

---

--- 4 ---
Formula: C6H10N
Source: OMol25
Level of theory: wB97M-V/def2-TZVPD

Its HOMO-LUMO gap is 9.20 eV. As for the net charge: +1. The structure (SMILES) is CC#CC/C=[NH+]/C. For the HOMO energy, the calculation gives -13.90 eV.

Structure (XYZ):
```
17
C6H10N | OMol25 | wB97M-V/def2-TZVPD
C -0.1360 1.4279 -0.4684
C -0.4018 1.3798 -1.6557
C 0.6895 1.5218 0.7836
C 1.0580 0.1375 0.8841
C -1.3914 1.2923 -2.6996
C 0.4876 -2.1449 1.5632
N 0.2749 -0.7095 1.4800
H 1.5288 2.1905 0.7536
H 0.0421 1.9004 1.4777
H 1.9357 -0.4670 0.4034
H -2.1664 2.0133 -2.6264
H -1.8222 0.3506 -2.7662
H -0.9628 1.5020 -3.7759
H 1.0093 -2.5635 2.4246
H -0.4267 -2.6940 1.2660
H 1.2003 -2.6041 0.7466
H -0.5569 -0.5566 2.0293
```

Here are the natural (NBO) charges for atoms 1 to 6, given in e: number 1, C, carries -0.09; number 2, C, carries 0.14; number 3, C, carries -0.53; number 4, C, carries 0.33; number 5, C, carries -0.70; number 6, C, carries -0.48

---

Most stable to least stable, the ends of the list are 1 and 3.

---

--- 1 ---
Formula: CH2NOP
Source: OMol25
Level of theory: wB97M-V/def2-TZVPD

Its HOMO-LUMO gap is 8.32 eV. For the HOMO energy, the calculation gives -11.20 eV.

Structure (XYZ):
```
6
CH2NOP | OMol25 | wB97M-V/def2-TZVPD
C -1.1806 0.7449 0.5376
N -0.0735 0.4457 0.3602
O -3.4555 0.0157 -0.0684
P 1.1896 -0.7739 0.1314
H 1.4086 -0.6921 -1.2456
H 2.1114 0.2596 0.2847
```

natural (NBO) atomic charges, in units of e: number 1, C, carries 0.45; number 2, N, carries -0.79; number 3, O, carries -0.21; number 4, P, carries 0.58; number 5, H, carries -0.02; number 6, H, carries -0.02

---

--- 2 ---
Formula: CH2NOP
Source: OMol25
Level of theory: wB97M-V/def2-TZVPD

Its HOMO-LUMO gap (spin up / spin down) is 9.56 / 9.54 eV. For the HOMO energy (spin up / spin down), the calculation gives -10.00 / -9.98 eV.

Structure (XYZ):
```
6
CH2NOP | OMol25 | wB97M-V/def2-TZVPD
C 1.3403 -0.0934 0.2132
N 0.1881 0.0190 0.0263
O 3.2398 -0.2278 0.1931
P -1.4555 0.1809 0.4140
H -1.6247 1.1805 -0.5887
H -1.6880 -1.0592 -0.2580
```

natural (NBO) atomic charges, in units of e: number 1, C, carries 0.73; number 2, N, carries -0.77; number 3, O, carries -0.52; number 4, P, carries 0.58; number 5, H, carries -0.01; number 6, H, carries 0.00

---

Most stable to least stable, the ends of the list are 2 and 1.